[1]
C56H84O42 | the ωB97M-V functional and the def2-TZVPD basis

Results
E: -145425.601 eV
LUMO: -0.3 eV
Multiplicity: 1
Energy above the lowest of the compared OMol25 structures with the same formula, charge and spin: 226.5 kcal/mol
HOMO-LUMO gap: 10.1 eV

Last column: Mulliken charge in e.
Positions of all 182 atoms, in Å:
O1 0.88 -0.52 9.70  -0.345
O2 4.80 -5.11 -4.82  -0.285
O3 -6.04 4.48 5.48  -0.362
O4 0.31 0.14 -10.25  -0.326
O5 -6.46 4.25 7.58  -0.337
O6 10.75 0.91 -7.16  -0.584
O7 -7.64 -5.18 -1.80  -0.329
O8 -10.89 4.49 -2.82  -0.321
O9 2.85 -1.55 9.88  -0.598
O10 5.17 -3.14 3.15  -0.329
O11 9.79 4.17 -2.50  -0.289
O12 0.50 1.52 -2.28  -0.367
O13 12.05 4.04 -2.45  -0.566
O14 0.86 9.35 5.32  -0.611
O15 8.12 3.57 3.66  -0.614
O16 -9.69 3.33 -1.40  -0.313
O17 6.12 3.17 4.55  -0.356
O18 4.60 -7.08 -6.04  -0.571
O19 -4.79 -5.70 6.01  -0.336
O20 10.97 5.98 -2.06  -0.354
O21 8.77 0.53 -6.14  -0.341
O22 0.08 8.22 3.42  -0.301
O23 6.43 4.98 3.45  -0.322
O24 -3.49 -4.90 4.19  -0.590
O25 2.59 1.46 -1.37  -0.594
O26 -11.82 2.60 -1.89  -0.557
O27 3.51 -6.70 -4.11  -0.385
O28 3.39 -2.86 4.59  -0.574
O29 -3.43 -5.43 -7.43  -0.333
O30 0.80 -2.67 9.82  -0.345
O31 -3.44 -4.37 -5.44  -0.620
O32 -2.25 -6.30 -5.83  -0.362
O33 0.81 0.38 -0.46  -0.343
O34 -9.30 -3.95 -2.47  -0.337
O35 5.49 -2.75 5.29  -0.343
O36 10.32 -0.98 -6.12  -0.347
O37 -8.26 -3.28 -0.62  -0.604
O38 1.70 0.29 -8.50  -0.298
O39 -4.71 5.58 6.97  -0.579
O40 -5.04 -3.64 5.39  -0.306
O41 -1.25 9.63 4.46  -0.306
O42 0.98 -1.81 -9.20  -0.570
C1 -1.41 0.25 0.30  -1.454
C2 -6.64 2.30 4.64  -1.236
C3 9.27 -1.50 -5.30  0.330
C4 8.10 -0.55 -5.59  -0.249
C5 9.59 6.39 -1.88  0.408
C6 9.28 7.69 -2.63  -1.366
C7 -7.08 3.57 5.46  0.390
C8 11.02 4.67 -2.27  0.659
C9 5.05 4.91 3.68  -0.438
C10 -2.29 -8.60 -6.46  -1.430
C11 -0.04 9.13 4.44  0.653
C12 6.59 -3.12 3.22  -0.421
C13 0.99 -0.58 -9.32  0.644
C14 -0.74 0.78 -2.07  -0.374
C15 -7.45 3.42 6.94  -0.361
C16 4.80 3.57 4.23  0.687
C17 0.62 1.52 -10.20  0.421
C18 -8.20 -5.99 -2.77  -0.276
C19 4.04 3.52 5.48  -1.595
C20 -5.84 -3.76 6.57  -0.379
C21 9.66 -1.71 -3.81  -1.286
C22 -9.64 5.02 -2.91  -0.489
C23 1.35 1.62 -8.86  -0.417
C24 -10.88 3.39 -2.05  0.643
C25 7.56 -3.93 5.44  -1.396
C26 -1.93 -7.18 -6.90  0.519
C27 -7.57 3.91 -2.06  -1.397
C28 6.77 -2.80 4.72  0.460
C29 -4.37 -4.79 5.10  0.671
C30 -5.93 -5.26 6.70  0.409
C31 3.09 -5.57 -3.39  0.505
C32 -2.03 9.11 3.37  -0.483
C33 4.18 -4.61 -3.70  -0.391
C34 -8.32 -4.03 -1.62  0.693
C35 -5.79 -5.85 8.09  -1.375
C36 8.82 5.12 -2.31  -0.413
C37 -0.95 8.53 2.47  0.481
C38 10.03 0.23 -6.46  0.682
C39 -0.47 -0.05 -0.86  0.502
C40 2.92 -5.89 -1.88  -1.410
C41 1.41 1.17 -1.35  0.715
C42 -2.82 -6.60 -7.99  -0.439
C43 1.61 -1.60 9.79  0.725
C44 6.95 3.87 3.84  0.712
C45 -2.96 -5.24 -6.20  0.732
C46 -1.02 0.14 8.60  -1.364
C47 -9.43 -5.18 -3.23  0.417
C48 -9.58 -5.03 -4.74  -1.372
C49 -5.64 4.81 6.71  0.676
C50 -0.56 -2.21 9.66  -0.323
C51 4.58 -2.90 4.36  0.673
C52 -0.76 2.18 -10.35  -1.378
C53 4.42 -6.36 -5.06  0.630
C54 -0.51 -0.72 9.82  0.314
C55 -8.95 4.46 -1.66  0.491
C56 -1.27 7.18 1.89  -1.425
H1 9.02 -2.51 -5.63  0.239
H2 7.45 -1.04 -6.33  0.264
H3 -0.66 -0.11 7.60  0.342
H4 -0.87 -7.13 -7.16  0.289
H5 -6.87 -3.42 6.42  0.292
H6 4.29 2.98 3.46  0.226
H7 -4.77 -5.69 8.43  0.341
H8 -1.53 1.83 -9.67  0.330
H9 -2.06 -0.14 8.48  0.400
H10 1.35 1.79 -10.97  0.276
H11 -5.32 -3.26 7.39  0.281
H12 -1.03 -0.13 1.25  0.359
H13 -9.67 6.11 -2.85  0.301
H14 2.52 -5.03 -1.35  0.370
H15 9.48 6.48 -0.80  0.283
H16 -9.52 -6.01 -5.20  0.356
H17 4.60 5.12 2.70  0.279
H18 7.29 -4.90 5.04  0.358
H19 8.78 -1.85 -3.19  0.334
H20 -8.00 3.95 5.00  0.240
H21 -0.46 -1.10 -1.15  0.262
H22 -5.95 -6.93 8.02  0.344
H23 9.77 7.74 -3.60  0.352
H24 3.90 2.50 5.85  0.377
H25 2.29 -6.77 -1.73  0.359
H26 -1.51 1.32 0.47  0.364
H27 -7.48 -6.03 -3.59  0.273
H28 -0.96 1.20 8.85  0.344
H29 10.24 -2.62 -3.63  0.341
H30 -7.06 3.20 -1.41  0.347
H31 3.03 3.91 5.36  0.393
H32 -3.37 -8.70 -6.31  0.365
H33 -1.93 7.33 1.04  0.385
H34 2.23 2.24 -9.02  0.308
H35 -1.53 1.49 -1.84  0.256
H36 -6.49 -5.45 8.82  0.373
H37 -8.46 -6.99 -2.43  0.267
H38 -2.37 -0.23 0.10  0.383
H39 -5.57 2.17 4.83  0.351
H40 -1.80 6.53 2.59  0.348
H41 -8.76 -4.39 -5.06  0.346
H42 -7.63 3.28 -2.95  0.347
H43 6.87 -2.29 2.57  0.266
H44 -0.61 3.24 -10.16  0.391
H45 -10.37 -5.66 -2.95  0.210
H46 10.30 -0.89 -3.49  0.335
H47 -0.96 -2.45 8.68  0.256
H48 -6.85 4.73 -2.09  0.367
H49 2.16 -5.14 -3.75  0.220
H50 -6.75 2.43 3.56  0.293
H51 -10.53 -4.54 -4.96  0.357
H52 -1.76 -8.84 -5.54  0.332
H53 7.41 -3.90 6.52  0.340
H54 -7.20 1.40 4.91  0.358
H55 -0.95 -0.38 10.76  0.300
H56 3.66 -3.66 -3.76  0.318
H57 -8.44 3.84 7.10  0.295
H58 -0.37 6.65 1.59  0.342
H59 0.69 2.04 -8.10  0.271
H60 -0.95 0.18 -2.96  0.291
H61 7.15 -3.99 2.89  0.283
H62 -2.00 -9.36 -7.17  0.387
H63 4.64 3.93 6.29  0.382
H64 4.85 -4.42 -2.87  0.287
H65 -1.19 -2.53 10.50  0.296
H66 -1.19 2.12 -11.35  0.348
H67 -9.30 4.68 -3.88  0.297
H68 7.20 -1.81 4.86  0.306
H69 -0.57 9.32 1.83  0.343
H70 -3.64 -7.26 -8.28  0.257
H71 3.88 -6.19 -1.47  0.352
H72 8.65 -3.88 5.37  0.376
H73 7.55 -0.30 -4.69  0.281
H74 9.65 8.55 -2.08  0.344
H75 -2.49 9.96 2.87  0.275
H76 -2.88 8.47 3.62  0.298
H77 -2.25 -6.30 -8.87  0.302
H78 -7.40 2.34 7.08  0.272
H79 8.09 4.84 -1.56  0.290
H80 -6.82 -5.64 6.20  0.273
H81 8.30 5.28 -3.25  0.286
H82 4.65 5.66 4.36  0.269
H83 8.20 7.83 -2.74  0.366
H84 -8.82 5.14 -0.82  0.285



[2]
C56H92F3N3O18 | the ωB97M-V functional and the def2-TZVPD basis

Results
E: -109024.755 eV
LUMO: -0.4 eV
Multiplicity: 1
Energy above the lowest of the compared OMol25 structures with the same formula, charge and spin: 352.1 kcal/mol
HOMO-LUMO gap: 7.2 eV

Last column: Mulliken charge in e.
Positions of all 172 atoms, in Å:
F1 1.15 4.01 7.78  -0.228
F2 -0.96 5.30 7.13  -0.238
F3 -0.40 1.45 8.18  -0.307
O1 -1.42 -7.56 -3.42  -0.627
O2 -6.40 -1.34 2.59  -0.220
O3 3.59 4.79 -5.51  -0.319
O4 2.41 -4.60 -5.32  -0.348
O5 3.68 -4.48 -3.42  -0.623
O6 6.67 4.13 -3.99  -0.270
O7 9.36 0.71 3.41  -0.596
O8 1.73 3.47 -5.61  -0.654
O9 -11.72 -1.22 1.83  -0.404
O10 -10.89 -3.29 1.34  -0.565
O11 -2.69 -7.68 -5.33  -0.325
O12 0.58 5.47 2.28  -0.562
O13 -5.57 -3.42 2.10  -0.603
O14 1.33 1.34 4.63  -0.643
O15 7.56 6.15 -3.42  -0.612
O16 -3.54 0.09 5.27  -0.362
O17 1.80 -0.01 2.70  -0.645
O18 7.88 2.45 3.53  -0.320
N1 -1.91 1.89 4.67  0.810
N2 -0.39 1.29 2.70  0.569
N3 -1.02 3.75 3.16  0.303
C1 -13.17 -2.73 0.75  -0.419
C2 7.31 3.23 4.58  -0.451
C3 2.69 -4.88 -4.01  0.543
C4 -4.22 -9.30 -4.65  -0.486
C5 -11.80 -2.48 1.31  0.545
C6 3.25 3.57 -7.49  -0.324
C7 7.92 2.76 -2.57  -0.403
C8 6.67 2.82 -3.42  -0.159
C9 6.46 -0.72 1.66  -0.217
C10 4.63 5.15 -6.42  -0.237
C11 -2.62 2.53 7.15  -0.578
C12 -0.29 1.73 1.25  -0.964
C13 -3.51 -8.78 -3.42  -0.444
C14 5.38 -0.60 2.90  -0.708
C15 -1.27 3.51 -1.17  -0.546
C16 -3.97 -8.21 -5.66  -0.447
C17 3.88 0.15 -1.44  0.525
C18 0.15 2.02 -3.02  0.420
C19 -13.71 -1.33 0.62  -0.499
C20 8.67 1.48 4.07  0.577
C21 -2.70 2.88 5.53  -0.823
C22 -3.42 -2.52 5.44  -0.428
C23 1.59 -5.70 -3.41  -0.505
C24 0.16 0.48 -3.64  -0.505
C25 0.43 3.17 1.00  0.901
C26 1.13 -5.13 -5.65  -0.512
C27 8.62 1.54 5.56  -0.442
C28 -7.84 -2.85 1.51  -0.252
C29 -2.25 4.23 2.43  -0.631
C30 2.04 -0.93 -4.86  -0.483
C31 8.07 4.19 -2.11  -0.369
C32 -1.13 2.28 3.57  -0.520
C33 3.33 -0.49 -3.94  -0.224
C34 7.37 2.36 5.80  -0.470
C35 7.44 4.95 -3.23  0.376
C36 -1.06 2.69 7.62  0.456
C37 -2.08 0.42 5.09  -0.882
C38 0.92 0.83 3.28  0.375
C39 -2.41 -7.96 -4.02  0.520
C40 4.68 4.03 -7.43  -0.513
C41 4.22 -0.30 0.10  -0.109
C42 -13.00 -0.59 1.72  -0.436
C43 1.04 0.40 -5.02  0.079
C44 -3.87 -1.17 4.56  -0.020
C45 -7.67 -0.71 2.48  -0.557
C46 3.28 -1.06 -2.39  -0.272
C47 -8.39 -1.45 1.38  0.215
C48 2.75 3.90 -6.12  0.378
C49 0.05 3.98 -0.35  -0.751
C50 0.88 -6.22 -4.64  0.103
C51 -0.31 4.00 7.49  0.264
C52 -1.98 -3.15 4.99  -0.868
C53 -1.13 2.11 -2.01  -0.466
C54 5.80 -0.73 0.16  0.142
C55 0.27 4.04 2.42  -0.805
C56 -6.48 -2.60 2.07  0.357
H1 -4.16 -8.13 -2.82  0.260
H2 -2.35 3.99 5.42  0.425
H3 -1.12 1.13 -1.34  0.129
H4 1.13 2.08 -2.35  -0.461
H5 4.05 0.66 0.78  -0.044
H6 -0.06 5.16 -0.22  0.292
H7 4.85 0.56 -1.96  -0.224
H8 -1.81 -4.12 5.66  0.315
H9 6.40 0.03 -0.52  -0.330
H10 5.93 -0.82 3.93  0.299
H11 -4.25 -3.33 5.19  0.303
H12 -2.96 4.85 3.15  0.261
H13 -8.19 -0.80 3.44  0.279
H14 -4.71 -7.41 -5.60  0.267
H15 3.33 0.69 -3.87  0.002
H16 0.39 0.91 0.71  0.258
H17 -3.95 -8.60 -6.68  0.301
H18 -3.23 3.41 7.69  0.402
H19 0.97 3.86 -1.10  0.303
H20 2.22 -1.45 -2.06  0.218
H21 -12.86 0.47 1.49  0.318
H22 7.85 2.04 -1.76  0.183
H23 1.13 3.60 3.12  0.467
H24 8.53 0.54 5.99  0.264
H25 7.21 0.19 1.77  0.010
H26 4.31 -0.80 -4.51  0.311
H27 6.00 -1.80 -0.30  0.175
H28 1.60 2.94 0.94  0.276
H29 1.40 -1.72 -4.26  0.056
H30 -1.53 4.35 -1.98  0.391
H31 6.29 3.51 4.32  0.314
H32 -13.42 -0.91 -0.35  0.269
H33 6.50 1.70 5.82  0.243
H34 2.31 -1.38 -5.90  0.319
H35 0.39 -4.32 -5.59  0.276
H36 -5.06 -1.23 4.51  -0.034
H37 -0.96 0.20 -3.86  0.357
H38 -3.84 2.76 5.20  0.261
H39 9.12 4.46 -1.98  0.292
H40 -7.54 0.35 2.24  0.341
H41 3.06 1.00 -1.41  -0.385
H42 -7.79 -3.35 0.54  0.350
H43 -13.51 -0.68 2.68  0.265
H44 -14.80 -1.27 0.70  0.326
H45 4.01 -2.01 -2.35  0.179
H46 5.09 4.34 -8.39  0.350
H47 1.35 -7.15 -4.97  0.290
H48 1.15 -5.52 -6.67  0.330
H49 6.68 2.07 -4.21  0.293
H50 0.94 -5.05 -2.81  0.252
H51 -0.19 -6.41 -4.48  -0.051
H52 -1.69 -0.35 4.30  0.443
H53 -2.25 3.43 -0.50  0.138
H54 -1.06 -2.45 5.19  0.231
H55 7.07 -1.71 1.81  0.265
H56 -3.49 -2.31 6.61  0.276
H57 -13.74 -3.32 1.46  0.263
H58 -3.50 -1.21 3.45  0.297
H59 -13.11 -3.23 -0.22  0.299
H60 3.18 2.50 -7.69  0.280
H61 4.37 6.11 -6.88  0.316
H62 9.51 2.05 5.94  0.284
H63 0.54 -0.26 -2.78  0.054
H64 -2.11 2.01 -2.69  0.351
H65 -3.75 -10.23 -4.98  0.267
H66 0.26 0.22 -5.90  0.359
H67 1.60 5.49 2.22  0.440
H68 1.99 -6.51 -2.81  0.352
H69 5.05 0.54 2.96  0.077
H70 5.57 5.26 -5.88  0.141
H71 4.45 -1.32 2.76  0.242
H72 -1.87 4.92 1.54  0.290
H73 -5.29 -9.50 -4.49  0.324
H74 2.67 4.15 -8.22  0.275
H75 -2.80 3.32 1.90  0.191
H76 0.19 2.86 -3.83  0.221
H77 3.52 -1.15 0.50  0.174
H78 1.64 1.40 -5.17  -0.390
H79 -9.48 -1.39 1.46  -0.329
H80 -1.97 -3.54 3.88  0.236
H81 -1.36 1.60 0.81  0.150
H82 -3.13 1.52 7.44  0.353
H83 -1.53 0.19 6.12  0.078
H84 -8.10 -1.03 0.40  0.232
H85 -3.11 -9.59 -2.81  0.300
H86 5.76 2.69 -2.82  0.107
H87 7.39 2.92 6.73  0.329
H88 7.91 4.15 4.69  0.295
H89 5.31 3.22 -7.04  0.224
H90 8.78 2.49 -3.20  0.284
H91 7.50 4.37 -1.19  0.238
H92 -8.42 -3.44 2.22  0.236